Entry 1:
ORCA calculation (ωB97M-V/def2-TZVPD) on a molecular structure, C35H25Br2N7O4SW at a distorted geometry.

Calculated values
Spin multiplicity: 3
ΔE to the lowest compared entry with this formula, charge and spin in eV: 0.000
⟨S²⟩: 2.0323
Highest occupied orbital energy (spin up / spin down) in eV: -12.8519 / -13.0000
Kohn-Sham gap (spin up / spin down) in eV: 5.7806 / 5.8860
E_tot in Eh: -7645.78389
Charge: +2

XYZ file:
```
75
C35H25Br2N7O4SW, DFT ωB97M-V/def2-TZVPD
W 0.018 -0.365 0.204
Br -2.093 4.002 -0.751
C -0.268 4.538 -1.008
Br 0.703 3.091 -1.845
H 0.184 4.743 -0.040
H -0.235 5.404 -1.670
O -1.319 -0.662 1.464
C -2.112 -1.607 1.865
C -1.972 -2.932 1.412
C -2.788 -3.950 1.945
C -2.606 -5.252 1.552
C -1.607 -5.612 0.638
C -0.808 -4.638 0.089
C -0.973 -3.284 0.430
O -0.243 -2.359 -0.149
N -3.475 -6.290 2.092
O -3.352 -7.394 1.625
O -4.250 -5.955 2.954
H -2.861 -1.359 2.616
H -3.561 -3.706 2.659
H -1.499 -6.653 0.373
H -0.043 -4.896 -0.627
S 6.660 -3.650 -0.918
N 5.723 -3.557 0.383
C 4.661 -2.815 0.107
C 3.605 -2.471 1.010
C 3.534 -2.900 2.329
C 2.478 -2.454 3.126
C 1.541 -1.593 2.594
N 1.558 -1.182 1.305
C 2.577 -1.641 0.494
C 2.551 -1.233 -0.869
N 1.458 -0.475 -1.268
C 1.470 -0.029 -2.555
C 2.504 -0.238 -3.437
C 3.599 -1.011 -3.048
C 3.618 -1.528 -1.758
C 4.680 -2.339 -1.239
N 5.755 -2.750 -1.896
H 4.299 -3.563 2.703
H 2.404 -2.767 4.155
H 0.740 -1.170 3.205
H 0.604 0.545 -2.871
H 2.456 0.202 -4.420
H 4.424 -1.203 -3.711
C 4.346 2.051 2.491
C 4.078 1.651 1.174
C 2.786 1.514 0.735
C 1.683 1.765 1.588
C 0.320 1.514 1.149
C -0.662 1.990 2.032
C -0.384 2.565 3.282
C 0.908 2.657 3.726
C 1.971 2.273 2.885
C 3.310 2.378 3.318
H 5.365 2.120 2.838
H 4.902 1.460 0.504
H 2.603 1.287 -0.310
H -1.713 1.924 1.748
H -1.199 2.891 3.909
H 1.138 3.033 4.711
H 3.486 2.731 4.322
N -4.520 -0.416 -4.163
C -3.590 -0.398 -3.219
C -2.416 -1.181 -3.313
C -1.443 -1.070 -2.365
N -1.512 -0.231 -1.293
C -2.679 0.452 -1.157
C -3.706 0.396 -2.054
H -4.406 -0.983 -4.988
H -5.353 0.143 -4.076
H -2.287 -1.859 -4.141
H -0.554 -1.689 -2.445
H -2.761 1.082 -0.276
H -4.602 0.967 -1.876
```

Entry 2:
ORCA calculation (ωB97M-V/def2-TZVPD) on a molecular structure, C35H25Cl5IrN3OS at a distorted geometry.

Calculated values
Spin multiplicity: 2
ΔE to the lowest compared entry with this formula, charge and spin in eV: 2.142
⟨S²⟩: 0.7720
Highest occupied orbital energy (spin up / spin down) in eV: -16.0087 / -16.0088
Kohn-Sham gap (spin up / spin down) in eV: 5.7591 / 4.0737
E_tot in Eh: -4390.76094
Charge: +3

XYZ file:
```
71
C35H25Cl5IrN3OS, DFT ωB97M-V/def2-TZVPD
Ir 1.325 0.329 -0.217
C 0.111 4.418 1.006
C 1.321 4.965 1.398
C 2.494 4.254 1.168
C 2.427 3.014 0.576
N 1.247 2.476 0.212
C 0.116 3.170 0.416
C 3.599 2.181 0.278
C 4.913 2.558 0.454
C 5.916 1.669 0.094
C 5.590 0.446 -0.476
C 4.259 0.129 -0.647
N 3.304 0.983 -0.249
C 3.750 -1.065 -1.335
C 4.538 -2.003 -1.960
C 3.934 -3.005 -2.714
C 2.555 -3.042 -2.817
C 1.817 -2.099 -2.125
N 2.408 -1.135 -1.402
H -0.820 4.949 1.150
H 1.363 5.937 1.874
H 3.445 4.670 1.468
H -0.803 2.714 0.074
H 5.166 3.523 0.870
H 6.954 1.936 0.247
H 6.372 -0.238 -0.777
H 5.615 -1.962 -1.879
H 4.546 -3.735 -3.228
H 2.055 -3.785 -3.422
H 0.736 -2.091 -2.157
Cl 2.367 1.386 2.912
C 1.440 -0.052 2.814
C 0.996 -0.546 1.562
C 0.270 -1.767 1.554
Cl -0.214 -2.446 0.046
C -0.042 -2.442 2.705
Cl -0.966 -3.860 2.656
C 0.419 -1.930 3.948
Cl 0.093 -2.756 5.362
C 1.168 -0.719 3.988
Cl 1.719 -0.120 5.472
O -0.506 0.261 -1.323
S -1.943 0.831 -1.151
C -2.625 -0.049 0.301
C -3.633 0.771 1.053
C -4.994 0.583 0.866
C -5.936 1.305 1.628
C -5.514 2.220 2.572
C -4.157 2.424 2.759
C -3.219 1.701 1.996
C -2.858 0.039 -2.525
C -2.638 -1.439 -2.620
C -3.505 -2.345 -2.018
C -3.298 -3.713 -2.148
C -2.233 -4.186 -2.897
C -1.356 -3.289 -3.493
C -1.549 -1.922 -3.340
H -1.730 -0.224 0.895
H -3.021 -1.001 -0.046
H -5.342 -0.148 0.143
H -6.996 1.137 1.478
H -6.235 2.767 3.164
H -3.819 3.138 3.500
H -2.154 1.859 2.158
H -2.484 0.567 -3.402
H -3.898 0.330 -2.353
H -4.382 -1.991 -1.484
H -3.982 -4.410 -1.681
H -2.100 -5.252 -3.034
H -0.532 -3.656 -4.095
H -0.864 -1.218 -3.805
```

Entry 3:
ORCA calculation (ωB97M-V/def2-TZVPD) on a molecular structure, C35H25GaGeN4S4.

Calculated values
Spin multiplicity: 1
ΔE to the lowest compared entry with this formula, charge and spin in eV: 1.800
Highest occupied orbital energy (spin up / spin down) in eV: -0.9755 / -0.9732
Kohn-Sham gap (spin up / spin down) in eV: 4.8798 / 4.8778
E_tot in Eh: -7162.17280
Charge: -2

XYZ file:
```
70
C35H25GaGeN4S4, DFT ωB97M-V/def2-TZVPD
Ga 1.880 1.202 -1.614
C -2.109 2.233 -0.822
C -1.805 1.019 -0.004
N -0.899 0.199 -0.363
C -1.054 -0.992 1.831
C -1.952 -0.264 2.476
S -2.872 0.877 1.460
C 0.002 -2.039 1.928
C 0.629 -3.097 2.439
S 1.714 -3.782 1.254
C 1.215 -2.622 0.040
N 0.339 -1.792 0.565
C 1.676 -2.598 -1.368
H -1.317 2.365 -1.558
H -2.180 3.123 -0.195
H -3.061 2.109 -1.347
H -2.186 -0.293 3.529
H 0.542 -3.512 3.428
H 1.932 -3.604 -1.705
H 2.545 -1.949 -1.513
H 0.872 -2.214 -2.000
S 3.873 0.664 -0.324
C 3.977 1.885 0.910
C 5.027 1.846 1.831
C 5.178 2.810 2.816
C 6.280 2.719 3.729
N 7.164 2.645 4.462
C 4.245 3.857 2.900
C 3.192 3.900 1.999
C 3.030 2.935 1.002
S 1.678 3.055 -0.085
C 4.367 4.877 3.900
N 4.455 5.698 4.702
H 5.748 1.042 1.763
H 2.474 4.707 2.066
C -0.708 -0.878 0.439
Ge -3.820 -2.488 -0.078
C -5.247 -2.007 -1.453
C -4.781 -1.525 -2.681
C -5.639 -1.078 -3.679
C -7.011 -1.072 -3.468
C -7.505 -1.541 -2.258
C -6.634 -2.004 -1.278
C -4.827 -2.545 1.676
C -5.902 -1.724 2.035
C -6.348 -1.616 3.349
C -5.729 -2.329 4.365
C -4.645 -3.140 4.044
C -4.204 -3.226 2.732
C -3.816 -4.480 -0.541
C -4.254 -5.529 0.271
C -4.067 -6.863 -0.076
C -3.437 -7.199 -1.265
C -3.000 -6.176 -2.100
C -3.181 -4.851 -1.733
H -3.709 -1.477 -2.853
H -5.232 -0.715 -4.617
H -7.684 -0.705 -4.234
H -8.575 -1.552 -2.075
H -7.058 -2.406 -0.364
H -6.397 -1.123 1.281
H -7.180 -0.958 3.580
H -6.073 -2.244 5.389
H -4.131 -3.693 4.824
H -3.330 -3.837 2.520
H -4.769 -5.305 1.200
H -4.422 -7.645 0.589
H -3.284 -8.238 -1.535
H -2.504 -6.414 -3.036
H -2.810 -4.073 -2.396
```

Entry 4:
ORCA calculation (ωB97M-V/def2-TZVPD) on a molecular structure, C35H26AuBBrF6NPS.

Calculated values
Spin multiplicity: 1
ΔE to the lowest compared entry with this formula, charge and spin in eV: 0.000
Highest occupied orbital energy in eV: -11.0515
Kohn-Sham gap in eV: 8.0335
E_tot in Eh: -5477.30571
Charge: +1

XYZ file:
```
73
C35H26AuBBrF6NPS, DFT ωB97M-V/def2-TZVPD
Au -1.928 -0.869 -0.476
C 0.504 6.608 0.725
C -0.021 5.183 0.900
C -1.506 5.257 1.282
C 0.765 4.515 2.038
C 0.130 4.345 -0.370
C 0.699 4.854 -1.549
C 0.832 4.095 -2.698
C 0.380 2.783 -2.674
S 0.381 1.573 -3.925
C -0.367 0.464 -2.815
N -0.596 0.937 -1.632
C -0.189 2.253 -1.511
C -0.311 3.031 -0.366
C -0.714 -0.921 -3.159
C -0.286 -1.503 -4.350
C -0.573 -2.828 -4.634
C -1.283 -3.592 -3.724
C -1.723 -3.030 -2.527
C -1.451 -1.700 -2.261
H 0.370 7.158 1.657
H -0.038 7.146 -0.055
H 1.568 6.623 0.483
H -1.630 5.859 2.184
H -1.923 4.268 1.479
H -2.090 5.715 0.482
H 0.673 5.104 2.952
H 1.824 4.438 1.786
H 0.391 3.511 2.249
H 1.049 5.876 -1.575
H 1.274 4.520 -3.589
H -0.760 2.590 0.516
H 0.294 -0.918 -5.054
H -0.235 -3.264 -5.564
H -1.507 -4.629 -3.939
H -2.288 -3.633 -1.831
F -0.088 -0.092 6.333
C -0.103 -0.505 5.082
C 0.862 -1.386 4.627
F 1.803 -1.820 5.446
C 0.830 -1.807 3.307
F 1.775 -2.653 2.907
C -0.139 -1.375 2.414
P -0.148 -1.982 0.691
C 1.466 -1.605 -0.008
C 1.943 -2.371 -1.068
C 3.115 -1.999 -1.710
C 3.802 -0.864 -1.304
C 3.313 -0.088 -0.260
C 2.143 -0.452 0.385
C -0.379 -3.768 0.822
C -1.692 -4.240 0.818
C -1.945 -5.594 0.960
C -0.887 -6.484 1.094
C 0.421 -6.018 1.096
C 0.679 -4.662 0.967
C -1.098 -0.485 2.901
Br -2.500 0.230 1.821
C -1.084 -0.054 4.212
F -2.000 0.797 4.659
H 1.402 -3.250 -1.401
H 3.490 -2.598 -2.529
H 4.717 -0.578 -1.805
H 3.843 0.802 0.052
H 1.763 0.163 1.192
H -2.519 -3.547 0.703
H -2.965 -5.955 0.959
H -1.082 -7.543 1.197
H 1.244 -6.712 1.204
H 1.700 -4.306 0.982
F -3.826 -0.107 -2.794
B -3.452 0.088 -1.553
F -4.120 1.002 -0.852
```

Entry 5:
ORCA calculation (ωB97M-V/def2-TZVPD) on a molecular structure, C35H26F2N3 at a distorted geometry.

Calculated values
Spin multiplicity: 1
ΔE to the lowest compared entry with this formula, charge and spin in eV: 0.308
Highest occupied orbital energy in eV: -10.5359
Kohn-Sham gap in eV: 5.5390
E_tot in Eh: -1712.94623
Charge: +1

XYZ file:
```
66
C35H26F2N3, DFT ωB97M-V/def2-TZVPD
F -0.709 -6.535 2.813
C -0.021 -5.404 3.183
C 1.022 -5.530 4.099
C 1.730 -4.369 4.448
C 1.382 -3.134 3.917
C 0.297 -3.007 3.009
C -0.083 -1.729 2.493
C -1.288 -1.529 1.795
C -1.592 -0.536 0.895
C -2.864 -0.469 0.264
C -3.941 -1.331 0.671
C -5.114 -1.353 -0.063
F -6.086 -2.258 0.294
C -5.358 -0.504 -1.139
C -4.350 0.409 -1.485
C -3.133 0.422 -0.811
C -0.392 -4.193 2.616
H 1.272 -6.503 4.514
H 2.563 -4.441 5.146
H 1.930 -2.230 4.191
H 0.574 -0.878 2.700
H -2.049 -2.289 2.009
H -0.626 0.323 0.548
H -3.846 -1.979 1.540
H -6.302 -0.554 -1.675
H -4.519 1.111 -2.301
H -2.347 1.121 -1.100
H -1.189 -4.158 1.874
C -2.484 5.150 1.848
C -2.681 3.788 2.134
C -1.849 2.821 1.554
C -0.844 3.255 0.685
N -0.020 2.351 -0.005
C 0.001 1.034 -0.082
N 0.975 0.715 -0.969
C 1.239 -0.565 -1.539
C 1.062 -1.673 -0.729
C 1.231 -2.959 -1.257
C 1.554 -3.109 -2.612
C 1.711 -1.985 -3.430
C 1.556 -0.699 -2.889
C 1.557 1.936 -1.385
C 2.781 2.107 -2.155
C 2.866 3.281 -2.931
C 4.041 3.576 -3.616
C 5.149 2.722 -3.506
C 5.079 1.566 -2.715
C 3.903 1.253 -2.037
N 0.908 2.934 -0.845
C -0.633 4.595 0.394
C -1.457 5.558 0.983
H -3.140 5.899 2.299
H -3.485 3.485 2.806
H -1.970 1.749 1.719
H 0.772 -1.518 0.312
H 1.103 -3.825 -0.606
H 1.675 -4.109 -3.034
H 1.950 -2.097 -4.488
H 1.679 0.187 -3.514
H 1.996 3.939 -2.979
H 4.090 4.476 -4.231
H 6.072 2.961 -4.035
H 5.943 0.906 -2.624
H 3.840 0.362 -1.410
H 0.158 4.850 -0.308
H -1.286 6.608 0.750
```

Entry 6:
ORCA calculation (ωB97M-V/def2-TZVPD) on a molecular structure, C35H27EuN5O5 at a distorted geometry.

Calculated values
Spin multiplicity: 7
ΔE to the lowest compared entry with this formula, charge and spin in eV: 0.000
⟨S²⟩: 12.0115
Highest occupied orbital energy (spin up / spin down) in eV: -11.3589 / -11.3611
Kohn-Sham gap (spin up / spin down) in eV: 8.3025 / 8.4117
E_tot in Eh: -2710.22903
Charge: +1

XYZ file:
```
73
C35H27EuN5O5, DFT ωB97M-V/def2-TZVPD
Eu -0.165 0.093 -0.681
O 0.166 -2.934 2.295
C 0.024 -1.838 1.810
N 0.805 -1.278 0.823
C 1.244 -2.047 -0.208
O 0.703 -3.039 -0.666
C 2.432 -1.430 -0.916
C 3.546 -2.191 -1.222
C 4.623 -1.571 -1.831
C 4.533 -0.218 -2.125
C 3.367 0.456 -1.813
N 2.320 -0.127 -1.225
C -1.067 -0.916 2.320
C -1.734 -1.237 3.491
C -2.806 -0.454 3.885
C -3.178 0.618 3.087
C -2.454 0.875 1.936
N -1.413 0.132 1.554
H 3.554 -3.243 -0.970
H 5.518 -2.131 -2.066
H 5.351 0.311 -2.593
H 3.256 1.505 -2.048
H -1.405 -2.096 4.057
H -3.350 -0.678 4.793
H -4.021 1.244 3.343
H -2.719 1.706 1.290
O 0.346 2.247 0.161
C -0.301 3.117 -0.840
C -1.753 2.517 -1.096
O -2.708 3.250 -1.056
O -1.767 1.240 -1.325
C -0.481 4.518 -0.301
C -0.448 5.626 -1.139
C -0.681 6.894 -0.630
C -0.947 7.069 0.719
C -0.992 5.967 1.559
C -0.770 4.697 1.050
C 0.564 3.060 -2.097
C 1.810 3.694 -2.074
C 2.605 3.736 -3.206
C 2.176 3.133 -4.382
C 0.947 2.501 -4.416
C 0.141 2.457 -3.279
H 0.712 2.826 0.839
H -0.254 5.500 -2.196
H -0.655 7.748 -1.294
H -1.127 8.060 1.114
H -1.219 6.093 2.609
H -0.852 3.843 1.715
H 2.138 4.198 -1.173
H 3.554 4.257 -3.179
H 2.792 3.175 -5.272
H 0.590 2.058 -5.338
H -0.843 2.015 -3.356
N -2.202 -1.547 -0.790
C -2.018 -2.535 -1.807
C -2.677 -3.733 -1.775
C -2.540 -4.675 -2.810
C -1.736 -4.410 -3.878
C -0.984 -3.215 -3.911
C -0.058 -2.945 -4.937
C 0.715 -1.820 -4.867
C 0.559 -0.964 -3.773
N -0.324 -1.146 -2.808
C -1.104 -2.270 -2.861
H -2.701 -0.740 -1.167
H -2.756 -1.938 -0.040
H -3.328 -3.960 -0.939
H -3.094 -5.602 -2.759
H -1.642 -5.111 -4.697
H 0.046 -3.643 -5.759
H 1.455 -1.588 -5.620
H 1.188 -0.087 -3.695
```

What is the E_tot in the second record? -4390.76094 Eh